# C39H74Cl14CsNO9S2

A molecular structure, C39H74Cl14CsNO9S2 (ωB97M-V/def2-TZVPD, the OMol25 dataset).

Its total charge is 0. As for the LUMO energy: -0.38 eV. The calculation puts the HOMO energy at -8.08 eV. For the energy, the calculation gives -9519.58208 a.u. The spin multiplicity is 1. Its HOMO-LUMO gap is 0.2827 Ha.

Each line ends with the Löwdin charge.
Atoms and positions in Å:
1 Cs 1.41 -2.12 -2.16  1.7946
2 C -1.28 -1.74 -0.11  -0.2241
3 C -0.50 -0.44 0.12  -0.3495
4 C 0.15 -0.60 1.52  -0.1592
5 C 1.18 0.42 1.83  -0.1762
6 C 2.28 0.33 0.82  -0.0770
7 C 1.71 0.60 -0.60  -0.3775
8 N 0.51 -0.27 -0.96  -0.3273
9 O -0.14 -0.11 -2.25  -0.6677
10 C 2.89 0.30 -1.54  -0.3201
11 C 1.40 2.09 -0.79  -0.0989
12 C -1.45 0.67 0.39  -0.0428
13 H -0.70 -2.49 -0.66  0.0342
14 H -2.04 -1.53 -0.87  0.0031
15 H -1.64 -2.09 0.85  -0.0603
16 H 0.51 -1.62 1.68  0.0797
17 H -0.48 -0.53 2.41  0.0339
18 H 1.61 0.11 2.79  0.0588
19 H 0.77 1.40 2.04  0.0855
20 H 2.79 -0.63 0.88  0.1548
21 H 2.97 1.14 1.03  0.0136
22 H 2.61 0.42 -2.58  -0.0965
23 H 3.17 -0.74 -1.38  -0.0257
24 H 3.81 0.86 -1.36  -0.1912
25 H 0.95 2.21 -1.77  0.0256
26 H 2.34 2.63 -0.91  0.1138
27 H 0.70 2.59 -0.12  -0.0117
28 H -1.02 1.63 0.66  0.0911
29 H -2.21 0.37 1.11  0.0194
30 H -2.00 0.89 -0.53  0.0673
31 C -2.29 -2.00 -2.42  -0.2357
32 C -3.21 -2.92 -3.19  -0.1976
33 C -4.10 -2.01 -4.10  -0.1835
34 S -2.88 -0.82 -4.91  0.7432
35 O -3.57 0.48 -5.01  -0.4585
36 O -2.14 -1.44 -6.00  -0.3337
37 C -1.84 -0.80 -3.38  -0.1718
38 H -1.39 -2.40 -1.95  0.0427
39 H -2.83 -1.57 -1.58  0.0582
40 H -3.89 -3.41 -2.49  0.0700
41 H -2.70 -3.68 -3.78  0.1219
42 H -4.77 -1.39 -3.50  0.0563
43 H -4.71 -2.60 -4.78  0.1035
44 H -1.97 0.12 -2.81  0.0051
45 H -0.79 -0.71 -3.63  0.0680
46 C -2.17 -3.88 -0.80  -0.3191
47 C -1.71 -4.25 0.60  -0.3097
48 C -0.15 -4.48 0.66  -0.2303
49 S 0.16 -5.26 -0.94  0.7405
50 O 0.41 -6.68 -0.78  -0.3073
51 O 1.14 -4.43 -1.64  -0.7355
52 C -1.56 -4.95 -1.68  -0.1198
53 H -1.86 -2.90 -1.15  -0.0276
54 H -3.26 -3.96 -0.77  0.1035
55 H -2.07 -5.26 0.79  0.1421
56 H -2.13 -3.58 1.34  -0.1685
57 H 0.32 -5.09 1.43  0.0444
58 H 0.39 -3.54 0.52  0.0562
59 H -1.99 -5.95 -1.82  0.1215
60 H -1.41 -4.41 -2.62  0.0835
61 O 4.85 2.41 4.15  0.0771
62 C 4.57 2.65 2.97  -0.4285
63 O 4.34 1.66 2.08  0.0445
64 C 4.08 2.11 0.79  -0.4191
65 C 4.57 3.57 0.75  -0.2331
66 C 4.56 4.00 2.25  -0.1400
67 H 3.03 2.04 0.49  0.0087
68 H 4.66 1.49 0.11  -0.0623
69 H 3.96 4.17 0.08  0.0692
70 H 5.48 3.74 0.17  0.1175
71 H 3.63 4.47 2.56  0.0390
72 H 5.35 4.70 2.53  0.1329
73 O -0.25 1.96 3.80  -0.1239
74 C -1.37 1.79 3.21  -0.2745
75 O -1.93 2.78 2.55  -0.0268
76 C -3.22 2.45 2.00  -0.0844
77 C -3.54 1.05 2.57  -0.1846
78 C -2.24 0.53 3.08  -0.1866
79 H -3.18 2.49 0.91  0.0992
80 H -4.00 3.13 2.34  0.1409
81 H -4.02 0.41 1.83  0.0510
82 H -4.27 1.10 3.38  0.1329
83 H -1.61 -0.18 2.54  0.0065
84 H -2.41 0.09 4.06  0.1530
85 Cl 1.74 2.79 6.62  0.5663
86 C 1.38 2.61 4.87  -0.6035
87 C 1.16 1.20 4.41  -0.7771
88 Cl 2.40 0.07 4.97  0.6218
89 H 2.17 3.08 4.28  0.0640
90 H 0.51 3.26 4.77  0.0589
91 H 1.14 1.02 3.34  -0.0049
92 H 0.29 0.79 4.92  0.0993
93 Cl -0.46 6.09 1.53  0.5493
94 C -0.18 4.50 2.27  -0.5766
95 C 0.60 3.58 1.24  -0.5709
96 Cl 2.33 3.82 1.29  0.9972
97 H -1.19 4.15 2.46  0.0273
98 H 0.34 4.72 3.20  0.0603
99 H 0.16 3.57 0.24  -0.0062
100 H 0.42 2.54 1.51  0.0271
101 Cl -1.63 -3.05 2.60  0.7890
102 C -0.15 -2.29 3.38  -0.4423
103 C 1.18 -3.07 3.03  -0.4786
104 Cl 1.14 -4.85 3.68  0.5347
105 H -0.35 -2.20 4.45  0.0917
106 H -0.08 -1.26 3.03  -0.0159
107 H 2.12 -2.55 3.23  0.0774
108 H 1.25 -3.20 1.95  0.0190
109 Cl 0.18 1.36 -6.21  0.5830
110 C 0.87 2.11 -4.72  -0.5557
111 C 0.87 1.08 -3.62  -0.5464
112 Cl 1.97 -0.33 -3.93  0.5458
113 H 0.21 2.96 -4.55  0.0602
114 H 1.89 2.43 -4.91  0.0766
115 H -0.13 0.66 -3.50  0.0198
116 H 1.14 1.46 -2.64  0.0315
117 Cl 6.07 -0.30 -4.50  0.6030
118 C 5.12 -0.92 -3.15  -0.6863
119 C 5.62 -0.68 -1.74  -0.4328
120 Cl 5.23 1.01 -1.33  0.9216
121 H 5.02 -1.99 -3.33  0.0818
122 H 4.08 -0.57 -3.18  -0.0321
123 H 6.66 -0.88 -1.45  0.0960
124 H 5.00 -1.21 -1.02  0.0814
125 Cl -5.95 -2.30 -1.24  0.6786
126 C -5.25 -1.58 0.24  -0.5611
127 C -3.83 -2.04 0.26  -0.5034
128 Cl -3.01 -1.44 1.72  0.8123
129 H -5.81 -1.89 1.13  0.0867
130 H -5.37 -0.51 0.12  0.0748
131 H -3.26 -1.69 -0.60  0.0278
132 H -3.88 -3.13 0.31  0.0796
133 Cl -2.70 2.57 -3.75  0.7089
134 C -1.98 1.77 -2.31  -0.6186
135 C -0.96 2.66 -1.62  -0.6416
136 Cl -1.72 4.11 -0.96  0.7111
137 H -1.39 0.92 -2.65  -0.0081
138 H -2.71 1.48 -1.56  0.0804
139 H -0.08 2.88 -2.23  0.0700
140 H -0.56 2.12 -0.75  0.0079